No. 1
{
  "formula": "C7H16N4O10",
  "method": "the ωB97M-V functional and the def2-TZVPD basis",
  "elements": ["O", "O", "O", "O", "O", "O", "O", "O", "O", "O", "N", "N", "N", "N", "C", "C", "C", "C", "C", "C", "C", "H", "H", "H", "H", "H", "H", "H", "H", "H", "H", "H", "H", "H", "H", "H", "H"],
  "xyz": [[1.396, 2.878, -0.260], [2.819, 1.233, -0.960], [0.652, 1.673, -2.169], [5.135, -1.203, -0.143], [-1.772, 2.873, -1.484], [-5.044, 0.266, 0.646], [7.037, -0.980, 0.883], [1.110, -1.532, -0.158], [-4.628, 1.616, 2.298], [-0.699, -2.700, 0.131], [6.086, -0.547, 0.254], [0.514, -2.560, 0.117], [-5.325, 0.812, 1.703], [-0.325, 0.920, -1.573], [-6.632, 0.469, 2.322], [-1.435, 1.734, -1.037], [6.088, 0.907, -0.053], [-0.792, -0.208, -2.432], [-2.226, 1.098, 0.227], [1.594, 1.976, -1.116], [1.343, -3.743, 0.464], [2.812, 0.962, -0.013], [0.684, -4.581, 0.683], [5.186, 1.150, -0.613], [1.940, -3.482, 1.337], [0.026, -1.024, -2.371], [6.109, 1.443, 0.896], [-3.356, 1.351, 0.186], [-0.980, 0.068, -3.525], [-2.034, -0.038, 0.180], [-7.143, -0.253, 1.687], [1.975, -3.965, -0.396], [-1.717, -0.682, -1.937], [-1.736, 1.518, 1.167], [-7.210, 1.390, 2.401], [6.978, 1.117, -0.645], [-6.429, 0.044, 3.304]],
  "atomic_forces_ev_per_a": [[0.158, -3.667, -3.994], [-2.828, 0.198, -0.963], [3.264, 1.152, 0.528], [0.459, 0.171, 0.298], [1.907, -4.497, 1.605], [-0.423, 0.208, 0.631], [-0.510, 0.101, -0.311], [-0.349, -0.463, 0.171], [-0.338, -0.425, -0.329], [0.512, 0.254, -0.090], [-0.003, -0.300, 0.039], [-0.185, 0.179, -0.002], [0.173, -0.008, -0.131], [-2.993, -0.826, 1.416], [-0.314, -0.203, -0.025], [-2.245, 3.340, -0.432], [-0.230, 0.288, -0.195], [0.726, -1.397, 0.342], [0.803, -0.241, -1.398], [0.139, 2.624, 3.982], [0.000, -0.359, 0.091], [-0.002, 0.420, -0.770], [0.013, 0.204, -0.055], [0.158, -0.133, 0.068], [0.039, 0.043, -0.199], [-1.284, 1.346, -0.345], [0.157, -0.084, -0.092], [2.568, -0.369, -0.085], [0.133, -0.102, 1.578], [-0.502, 1.699, 0.378], [0.169, 0.121, 0.031], [0.035, 0.144, 0.147], [1.355, 1.012, -0.857], [-0.682, -0.516, -1.274], [0.144, -0.068, 0.106], [-0.020, -0.027, 0.196], [-0.003, 0.183, -0.060]],
  "nbo_charge": [-0.55, -0.72, -0.37, -0.38, -0.55, -0.37, -0.38, -0.38, -0.37, -0.38, 0.53, 0.53, 0.53, -0.23, -0.48, 0.68, -0.49, -0.44, -0.73, 0.99, -0.49, 0.51, 0.23, 0.25, 0.24, 0.21, 0.23, 0.26, 0.21, 0.22, 0.23, 0.24, 0.23, 0.25, 0.24, 0.24, 0.24],
  "smiles": "CC(=O)N(C)OC(=O)O.C[N+](=O)[O-].C[N+](=O)[O-].C[N+](=O)[O-]",
  "spin_multiplicity": 1,
  "total_energy_ha": -1247.3371,
  "orbital_gap_ev": 9.13
}

---

No. 2
{
  "formula": "C8H8BNO2S",
  "method": "the ωB97M-V functional and the def2-TZVPD basis",
  "elements": ["S", "O", "O", "N", "C", "C", "C", "C", "C", "C", "C", "C", "B", "H", "H", "H", "H", "H", "H", "H", "H"],
  "xyz": [[1.247, 0.766, -1.723], [3.554, 2.983, -0.238], [3.582, 1.388, 1.607], [-3.474, -1.777, 0.504], [-0.880, -1.084, -1.905], [-1.489, -0.489, 0.751], [1.646, 1.339, -0.137], [-1.940, -1.656, -1.337], [-2.272, -1.318, -0.016], [-0.065, -0.238, -1.196], [-0.378, 0.076, 0.142], [0.686, 0.882, 0.769], [2.831, 1.999, 0.518], [-0.615, -1.314, -2.905], [-2.543, -2.389, -1.836], [4.287, 1.978, 1.912], [4.499, 2.799, -0.044], [-4.018, -2.482, -0.025], [-3.734, -1.923, 1.523], [-1.665, -0.404, 1.793], [0.741, 0.866, 1.843]],
  "atomic_forces_ev_per_a": [[0.969, 0.124, -0.615], [-0.064, -1.275, 1.283], [-1.779, 1.193, -1.246], [-2.352, -1.877, 1.169], [1.441, 0.249, -1.439], [0.594, -0.389, -0.824], [-3.071, -1.457, 2.381], [-1.328, -0.399, 1.287], [-1.152, -0.360, 0.944], [-0.017, 1.992, 1.483], [1.704, 0.224, 0.481], [-0.499, -1.018, -1.861], [4.447, 0.221, -0.880], [0.121, -0.258, -0.903], [-0.188, -0.099, -0.340], [-0.300, -0.191, -0.048], [-0.758, 0.644, -0.270], [0.950, 0.878, 0.243], [1.331, 0.764, -1.838], [-0.302, 0.400, 0.764], [0.252, 0.634, 0.227]],
  "nbo_charge": [0.44, -0.89, -0.89, -0.82, -0.19, -0.25, -0.60, -0.24, 0.17, -0.23, -0.06, -0.17, 1.14, 0.22, 0.21, 0.48, 0.48, 0.38, 0.39, 0.21, 0.22],
  "smiles": "Nc1ccc2sc(B(O)O)cc2c1",
  "spin_multiplicity": 1,
  "total_energy_ha": -938.0117,
  "orbital_gap_ev": 8.00
}

---

No. 3
{
  "formula": "C44H94BrFN6O7S",
  "method": "the ωB97M-V functional and the def2-TZVPD basis",
  "elements": ["Br", "S", "F", "O", "O", "O", "O", "O", "O", "O", "N", "N", "N", "N", "N", "N", "C", "C", "C", "C", "C", "C", "C", "C", "C", "C", "C", "C", "C", "C", "C", "C", "C", "C", "C", "C", "C", "C", "C", "C", "C", "C", "C", "C", "C", "C", "C", "C", "C", "C", "C", "C", "C", "C", "C", "C", "C", "C", "C", "C", "H", "H", "H", "H", "H", "H", "H", "H", "H", "H", "H", "H", "H", "H", "H", "H", "H", "H", "H", "H", "H", "H", "H", "H", "H", "H", "H", "H", "H", "H", "H", "H", "H", "H", "H", "H", "H", "H", "H", "H", "H", "H", "H", "H", "H", "H", "H", "H", "H", "H", "H", "H", "H", "H", "H", "H", "H", "H", "H", "H", "H", "H", "H", "H", "H", "H", "H", "H", "H", "H", "H", "H", "H", "H", "H", "H", "H", "H", "H", "H", "H", "H", "H", "H", "H", "H", "H", "H", "H", "H", "H", "H", "H", "H"],
  "xyz": [[1.017, 2.060, -5.578], [0.453, -0.663, -3.371], [0.020, -0.940, -4.981], [0.082, -1.945, -2.653], [-1.775, -0.049, -2.257], [1.933, -0.462, -3.294], [3.639, 4.276, 2.883], [-1.933, 1.161, -4.371], [-3.768, 6.256, 1.202], [-3.599, -0.433, -3.618], [1.973, 2.757, 2.027], [-5.057, 4.370, 0.758], [-1.796, 10.165, -3.422], [3.689, -1.176, 4.396], [2.390, -5.099, 1.345], [-3.832, -10.545, 0.150], [-5.780, 5.250, -0.189], [2.944, -5.259, 0.004], [-4.816, 2.994, 0.273], [0.944, -5.258, 1.465], [5.176, -1.175, 6.476], [4.272, -0.420, 5.502], [-3.857, -11.534, -0.924], [1.126, 0.529, 1.174], [2.300, -4.349, -1.033], [0.802, 0.012, -0.314], [3.277, 4.555, 0.480], [-1.114, 11.193, -2.641], [-1.257, 8.183, -1.897], [2.975, 3.838, 1.900], [3.179, -5.760, 2.379], [-2.290, 9.056, -2.609], [-1.109, 1.924, -3.401], [1.719, -1.976, 5.720], [-2.535, 0.186, -3.486], [-0.839, 12.478, -3.413], [4.597, -1.458, 3.286], [1.863, 2.424, 3.495], [0.388, 1.163, -1.352], [-0.123, 2.907, -4.199], [-3.191, -8.525, -1.282], [0.270, 9.240, -4.611], [-2.198, 2.948, -2.808], [-2.847, 4.294, 2.351], [-0.555, 0.705, -2.555], [-2.715, -10.639, 1.084], [2.360, 1.552, 1.232], [-1.158, 9.783, -4.679], [-2.600, 2.801, -1.269], [-3.799, -12.978, -0.439], [5.691, -2.501, 3.515], [-3.911, 4.999, 1.391], [3.275, -7.285, 2.333], [2.856, -2.319, 4.766], [-4.223, 2.834, -1.196], [-4.156, -9.195, -0.304], [-1.302, -10.527, 0.512], [0.822, 3.816, -3.277], [0.340, -6.592, 1.025], [1.207, 5.133, -4.147], [-0.130, 12.320, -4.231], [0.460, -4.461, 0.892], [3.233, 1.028, 1.782], [-4.555, 1.792, -1.581], [-1.892, 4.116, 1.758], [-2.907, -9.183, -2.107], [-5.081, 5.791, -0.935], [3.452, -3.130, 5.203], [1.248, -4.597, -1.197], [5.289, -0.595, 7.397], [1.362, 1.562, -1.831], [-1.160, 10.651, -5.346], [4.333, 4.283, 0.152], [1.786, -0.450, -0.710], [-0.017, 2.045, -0.735], [1.611, 3.363, 4.107], [-2.709, 4.955, 3.276], [0.470, -7.363, 1.786], [-5.145, -9.226, -0.773], [1.453, -0.412, 1.762], [-2.836, -9.884, 1.869], [0.550, 5.274, -5.072], [-1.760, 12.896, -3.827], [-5.836, 2.446, 0.285], [-2.284, -8.178, -0.784], [4.009, -5.005, 0.031], [-3.332, 3.307, 2.709], [-3.166, 2.838, -3.430], [2.843, 2.008, 3.921], [0.727, 9.287, -5.604], [3.458, 0.034, 6.077], [-1.788, 9.050, -5.195], [3.260, 5.697, 0.632], [4.077, -7.623, 2.998], [-1.029, -9.489, 0.316], [2.810, -4.458, -1.993], [-6.469, 4.578, -0.830], [6.178, -1.316, 6.067], [2.879, -6.298, -0.344], [-2.138, 1.937, -0.697], [0.287, 8.194, -4.304], [1.079, 6.094, -3.520], [1.818, 3.313, -3.001], [-2.846, -13.208, 0.047], [-4.583, 3.580, -1.976], [2.368, -3.299, -0.734], [1.082, -1.187, 5.311], [-4.149, 2.364, 0.976], [-2.927, 8.413, -3.226], [0.762, -6.955, 0.085], [2.089, -1.652, 6.698], [-3.667, -7.644, -1.722], [-1.174, -11.100, -0.409], [2.802, -5.463, 3.364], [-0.810, 3.640, -4.769], [0.302, 4.196, -2.322], [0.644, -5.062, 2.501], [3.993, -1.785, 2.431], [-1.755, 7.564, -1.145], [0.906, 9.813, -3.934], [5.310, -3.411, 3.984], [4.197, -5.357, 2.335], [2.486, 4.211, -0.271], [1.096, -2.858, 5.887], [6.129, -2.790, 2.555], [-0.496, 8.771, -1.379], [-4.280, -8.543, 0.568], [3.504, -7.661, 1.334], [-1.889, 4.052, -2.961], [1.052, 1.642, 3.694], [2.769, 1.835, 0.194], [4.825, 0.437, 5.101], [6.504, -2.107, 4.126], [-1.749, 11.464, -1.791], [-3.902, -13.659, -1.288], [2.356, -7.760, 2.683], [-2.266, 3.767, -0.722], [-2.962, 9.469, -1.849], [2.293, 5.064, -4.533], [-3.045, -11.372, -1.645], [-0.169, 10.824, -2.222], [-0.737, -6.475, 0.874], [-0.759, 7.499, -2.589], [5.066, -0.524, 2.957], [-4.608, -13.192, 0.264], [-0.401, 13.224, -2.746], [2.395, -2.723, 3.858], [-0.580, -10.913, 1.238], [0.029, -0.843, -0.274], [4.773, -2.151, 6.754], [-6.444, 5.999, 0.358], [-2.790, -11.592, 1.619], [0.168, 0.907, 1.666], [-4.795, -11.424, -1.478]],
  "atomic_forces_ev_per_a": [[-0.555, 0.259, 0.568], [4.007, -5.863, 0.965], [0.423, 0.988, 2.711], [0.048, 4.224, -2.449], [0.700, 2.517, -3.117], [-3.964, 0.783, -0.999], [-2.600, -1.576, -2.983], [-0.696, -2.483, 3.018], [-0.413, -4.097, 0.738], [4.314, 2.863, -0.136], [2.162, 1.319, 0.761], [2.915, 0.123, 0.499], [-0.255, -0.143, -0.030], [-0.032, 0.205, -0.269], [0.074, 0.161, 0.292], [-0.195, 0.168, 0.131], [-0.811, 0.032, -1.135], [-0.094, 0.132, -0.030], [-0.918, -1.766, -0.442], [-0.092, 0.224, -0.190], [0.238, 0.058, 0.153], [-0.232, 0.066, 0.140], [0.021, -0.055, 0.141], [0.244, -1.084, -0.572], [-0.179, -0.040, -0.001], [0.789, -0.618, 0.082], [-0.696, -0.662, 0.627], [-0.029, 0.049, -0.136], [0.016, -0.311, 0.126], [1.964, 1.387, 1.453], [0.152, 0.092, -0.009], [-0.106, 0.129, 0.076], [0.045, 1.055, -2.009], [0.093, 0.105, 0.137], [-3.272, -1.968, -0.028], [0.063, -0.042, -0.159], [-0.159, -0.046, -0.124], [-0.190, -0.206, 1.008], [0.803, -0.056, 0.803], [-0.307, 0.585, 0.681], [0.099, 0.261, -0.064], [0.161, -0.186, -0.156], [-0.400, 0.515, 1.261], [-1.889, -0.836, -0.183], [-0.482, 1.590, 1.567], [-0.038, -0.278, 0.080], [0.049, -0.771, 0.183], [-0.003, 0.272, -0.092], [-0.938, 1.773, 0.523], [0.121, -0.015, 0.122], [0.278, -0.061, -0.085], [-0.065, 4.018, -0.812], [0.022, -0.232, 0.177], [-0.054, 0.125, 0.027], [0.924, -1.493, -0.270], [-0.156, -0.042, -0.052], [0.260, 0.125, 0.086], [0.290, 1.078, -0.620], [-0.225, -0.192, 0.090], [0.365, 0.331, 0.019], [-0.077, 0.039, 0.051], [0.163, -0.032, -0.066], [-1.230, 0.700, -0.872], [0.346, 1.632, 0.574], [-1.212, 0.230, 0.994], [-0.015, 0.013, 0.074], [-1.026, -0.704, 1.411], [-0.019, -0.130, 0.042], [0.090, 0.096, -0.016], [-0.019, -0.029, -0.046], [-1.716, -0.715, 0.550], [-0.014, 0.046, 0.166], [-1.478, 0.196, 0.381], [-1.679, 0.531, 0.557], [0.038, -1.269, -1.285], [0.353, -1.385, -1.159], [-0.029, -0.804, -1.662], [0.049, -0.033, -0.130], [0.036, -0.178, 0.008], [-0.680, 1.469, -0.870], [-0.165, 0.054, -0.208], [0.784, -0.370, 1.303], [0.059, -0.099, 0.002], [1.547, 0.893, -0.050], [-0.008, -0.080, -0.085], [-0.045, -0.123, 0.268], [1.204, 1.391, -0.514], [1.786, -0.138, 0.814], [-1.256, 0.543, -0.724], [-0.017, 0.006, 0.048], [-0.065, -0.129, -0.087], [-0.080, 0.027, 0.252], [-0.166, -1.935, -0.124], [-0.038, 0.037, -0.042], [0.017, -0.091, -0.108], [-0.024, -0.006, 0.077], [1.019, 0.998, 1.169], [-0.078, -0.112, 0.047], [0.033, -0.078, -0.096], [-0.874, 0.904, -0.958], [0.076, 0.093, 0.073], [0.399, -1.578, -0.907], [-1.780, 0.474, -0.358], [-0.098, 0.000, -0.021], [0.268, -0.730, 1.311], [-0.056, -0.084, 0.015], [0.099, -0.010, 0.018], [-1.022, 1.368, -0.950], [0.100, 0.124, -0.126], [0.014, 0.043, 0.039], [-0.065, 0.000, -0.080], [0.017, -0.062, 0.028], [-0.047, 0.022, 0.033], [-0.136, 0.049, -0.120], [1.066, -1.477, 0.830], [0.609, -0.922, -1.414], [0.265, -0.040, 0.000], [-0.137, -0.059, 0.124], [-0.003, 0.070, -0.010], [-0.063, -0.009, -0.007], [-0.012, 0.077, -0.011], [-0.049, 0.063, -0.157], [1.258, 0.662, 0.790], [0.067, 0.034, -0.038], [-0.051, 0.018, 0.044], [-0.042, -0.018, -0.062], [0.095, -0.173, 0.058], [-0.039, 0.054, 0.044], [-0.187, -1.931, 0.159], [1.081, 1.115, -0.596], [-0.894, -0.243, 1.496], [-0.052, -0.167, -0.195], [-0.078, -0.086, 0.017], [-0.039, -0.278, -0.045], [0.010, 0.079, 0.029], [0.050, -0.002, -0.108], [-0.250, -1.533, -0.796], [0.092, 0.129, -0.049], [-1.757, 0.188, 0.710], [0.042, -0.056, -0.125], [0.102, 0.045, 0.088], [0.044, 0.009, -0.008], [0.064, 0.088, 0.017], [-0.062, 0.045, 0.200], [0.085, 0.076, -0.014], [-0.027, -0.082, -0.014], [0.279, 0.072, -0.107], [-0.035, 0.007, -0.035], [1.114, 1.479, -0.083], [-0.010, 0.040, -0.046], [1.190, -0.978, -0.719], [-0.091, -0.008, -0.148], [1.417, -0.112, -0.628], [0.073, 0.259, 0.080]],
  "lowdin_charge": [0.77, 0.84, -0.23, -0.29, 0.02, -0.32, 0.01, 0.01, -0.03, 0.15, -0.13, -0.13, -0.19, -0.19, -0.19, -0.19, -0.09, -0.27, -0.19, -0.25, -0.08, -0.26, -0.27, -0.17, -0.09, -0.19, -0.02, -0.27, -0.08, -0.39, -0.26, -0.25, -0.34, -0.09, -0.37, -0.09, -0.26, -0.09, -0.12, -0.59, -0.09, -0.08, -0.09, -0.01, -0.33, -0.25, -0.18, -0.25, -0.17, -0.09, -0.09, -0.40, -0.09, -0.27, -0.17, -0.25, -0.08, -0.28, -0.09, -0.13, 0.06, 0.10, 0.13, 0.13, 0.08, 0.07, 0.10, 0.10, 0.07, 0.07, 0.12, 0.10, 0.09, 0.12, 0.13, 0.10, 0.10, 0.05, 0.11, 0.12, 0.11, 0.08, 0.08, 0.13, 0.05, 0.12, 0.08, 0.15, 0.09, 0.07, 0.10, 0.11, 0.10, 0.07, 0.04, 0.08, 0.10, 0.06, 0.10, 0.11, 0.03, 0.06, 0.10, 0.06, 0.11, 0.07, 0.07, 0.12, 0.11, 0.07, 0.07, 0.07, 0.07, 0.10, 0.11, 0.11, 0.11, 0.10, 0.07, 0.07, 0.06, 0.10, 0.06, 0.07, 0.07, 0.07, 0.11, 0.07, 0.13, 0.09, 0.13, 0.11, 0.06, 0.12, 0.07, 0.06, 0.11, 0.11, 0.09, 0.10, 0.10, 0.07, 0.04, 0.11, 0.08, 0.07, 0.11, 0.07, 0.13, 0.07, 0.10, 0.10, 0.11, 0.12],
  "smiles": "CC[C@@H](Br)[C@@]1(CCCCN(C)C(C)=O)OC(=O)O[C@@]1(CCCCN(C)C(C)=O)S(=O)(=O)F.CCN(CC)CC.CCN(CC)CC.CCN(CC)CC.CCN(CC)CC",
  "spin_multiplicity": 1,
  "total_energy_ha": -5659.9115,
  "orbital_gap_ev": 7.77
}